(1)
Computed, not measured: a molecular structure, C14H17Cl2F9O3Ru, with ωB97M-V with the def2-TZVPD basis set.

Atoms and positions in Å:
C  -0.80  0.79  -2.23
C  -1.60  -0.36  -2.11
C  -0.77  -1.47  -1.76
C  -3.07  -0.44  -2.34
C  0.58  -1.04  -1.73
C  0.59  0.42  -1.95
C  1.75  1.19  -2.45
C  -1.26  2.12  -2.66
C  -1.24  -2.87  -1.57
C  1.74  -1.96  -1.85
Ru  0.27  0.51  0.14
Cl  -1.99  0.81  0.62
Cl  0.26  2.74  0.17
O  2.05  -0.06  0.45
H  -3.57  0.51  -2.10
H  -3.53  -1.25  -1.76
H  -3.25  -0.66  -3.41
H  -2.03  -2.93  -0.80
H  -0.40  -3.51  -1.23
H  -1.63  -3.28  -2.51
H  1.62  -2.81  -1.16
H  2.67  -1.45  -1.60
H  1.82  -2.37  -2.86
H  2.67  0.79  -2.04
H  1.70  2.23  -2.11
H  1.79  1.16  -3.55
H  -2.09  2.47  -2.03
H  -1.61  2.09  -3.70
H  -0.45  2.85  -2.57
H  2.06  -0.33  1.39
O  2.81  3.76  -0.58
H  3.51  3.97  0.11
F  1.95  -1.78  3.98
C  1.59  -0.49  4.22
F  1.65  -0.28  5.56
F  2.53  0.30  3.62
C  0.14  -0.16  3.56
O  0.13  -0.44  2.27
C  -0.95  -1.16  4.20
F  -0.95  -1.13  5.56
F  -2.19  -0.80  3.76
F  -0.73  -2.43  3.79
C  -0.26  1.33  3.98
F  -0.38  1.41  5.33
F  0.69  2.22  3.58
F  -1.43  1.71  3.44

Orbital gap (alpha / beta) (hartree): 0.1691 / 0.1524
Net charge: -2
Multiplicity: 5
E_HOMO (alpha / beta) (eV): 0.68 / -0.59

---

(2)
Computed, not measured: a molecular structure, C52H50KN12O6P, with ωB97M-V with the def2-TZVPD basis set.

Atoms and positions in Å:
K  -0.20  0.03  0.61
C  3.19  4.30  5.22
C  4.26  3.43  5.10
C  4.00  2.19  4.42
C  2.78  1.87  3.97
C  2.25  0.69  3.24
N  2.97  -0.36  3.11
C  2.54  -1.53  2.63
C  3.22  -2.79  2.73
C  4.48  -3.20  3.21
C  4.73  -4.58  3.32
C  3.80  -5.56  2.90
C  2.63  -5.13  2.26
C  2.35  -3.77  2.21
C  1.14  -3.09  1.83
N  0.11  -3.80  1.52
C  -1.15  -3.32  1.62
N  -1.54  -2.05  1.87
C  -2.86  -2.02  1.94
N  -3.60  -0.92  2.19
C  -3.13  0.18  2.59
N  -1.75  0.64  2.60
C  -1.77  1.75  3.23
N  -0.71  2.55  3.64
C  0.49  2.07  3.46
N  0.90  0.91  3.01
C  1.74  2.80  4.07
C  1.91  3.95  4.74
C  -3.14  2.11  3.70
C  -3.58  3.21  4.51
C  -4.97  3.29  4.75
C  -5.84  2.32  4.20
C  -5.40  1.28  3.43
C  -4.04  1.26  3.13
C  -3.38  -3.39  1.66
C  -4.63  -3.99  1.57
C  -4.75  -5.30  1.19
C  -3.68  -6.08  0.88
C  -2.43  -5.54  1.13
C  -2.28  -4.21  1.50
N  1.29  -1.78  2.13
H  3.33  5.26  5.56
H  5.22  3.63  5.48
H  4.64  1.39  4.24
H  5.21  -2.55  3.70
H  5.72  -4.86  3.77
H  4.00  -6.66  3.04
H  1.85  -5.81  1.93
H  1.18  4.70  4.77
H  -2.89  3.86  5.06
H  -5.36  4.12  5.38
H  -6.85  2.31  4.58
H  -6.02  0.45  3.18
H  -5.52  -3.42  1.62
H  -5.78  -5.65  1.15
H  -3.81  -7.07  0.34
H  -1.56  -6.20  0.96
O  -1.38  -1.68  -1.59
H  -2.08  -1.00  -1.84
H  -1.76  -2.19  -0.87
C  -3.62  4.61  1.18
N  -2.37  3.84  1.25
C  -1.14  4.60  1.41
C  -0.17  3.86  0.51
O  1.06  4.12  0.41
N  -0.85  2.81  -0.11
C  -2.07  2.91  0.28
N  -3.05  2.11  -0.21
H  -4.46  4.08  1.47
H  -3.76  4.89  0.13
H  -3.63  5.50  1.88
H  -0.70  4.64  2.42
H  -1.29  5.62  0.98
H  -2.89  1.33  -0.91
H  -3.87  1.98  0.33
C  4.80  0.83  -2.77
C  3.99  0.23  -1.60
C  4.13  1.25  -0.44
P  2.16  -0.17  -1.90
C  1.46  0.97  -3.20
C  1.74  0.67  -4.68
C  1.49  2.48  -2.83
C  2.19  -1.85  -2.69
C  2.37  -2.83  -1.45
C  3.23  -2.32  -3.73
H  5.64  1.39  -2.33
H  4.26  1.47  -3.46
H  5.09  0.02  -3.49
H  4.38  -0.74  -1.31
H  3.49  2.07  -0.70
H  5.17  1.59  -0.42
H  3.72  0.80  0.46
H  0.39  0.70  -2.95
H  2.74  0.86  -5.06
H  1.13  1.21  -5.34
H  1.58  -0.41  -4.82
H  2.57  2.81  -2.89
H  1.06  2.62  -1.87
H  0.93  3.04  -3.56
H  1.16  -2.00  -3.09
H  3.14  -2.51  -0.81
H  2.50  -3.86  -1.80
H  1.40  -2.82  -0.94
H  4.18  -2.30  -3.20
H  3.28  -1.53  -4.51
H  3.01  -3.31  -4.13
O  -3.95  1.76  -3.72
C  -3.11  0.88  -3.55
O  -2.64  0.41  -2.50
C  -2.40  0.36  -4.86
C  -1.58  -0.75  -4.88
C  -1.01  -1.25  -6.06
C  -1.24  -0.63  -7.24
C  -2.05  0.52  -7.27
C  -2.66  0.97  -6.09
N  -0.72  -1.18  -8.51
O  -0.93  -0.57  -9.52
O  -0.04  -2.18  -8.46
H  -1.31  -1.31  -3.96
H  -0.42  -2.13  -6.11
H  -2.13  1.11  -8.18
H  -3.46  1.71  -6.05

Orbital gap (alpha / beta) (hartree): 0.1787 / 0.1807
Net charge: -2
Relative energy (zero: lowest compared OMol25 entry of this formula, charge and spin) (kcal per mole): 6.50
E_HOMO (alpha / beta) (eV): -1.49 / -1.54

---

For each record above, in turn, the calculated energy values are -2683.41289, -4061.43871 hartree.
For each record above, in turn, the calculated F_max values are 3.4, 3.7 eV/A.